No. 1
Entry from the OMol25 dataset: a structure of composition CN2O5S2 (ωB97M-V/def2-TZVPD).

Calculated values
HOMO energy	-11.06	eV
energy relative to the best compared isomer or geometry (same formula, charge and spin)	5.8	kJ/mol
Kohn-Sham gap	9.383	eV

Each line ends with the Mulliken charge.
Atoms and positions in Å:
C (0.4343, -1.3104, 0.0116)  0.82
N (-0.7052, -1.4746, -0.2131)  -0.45
N (-2.9680, 0.6354, -0.0771)  0.49
O (0.5451, 0.9565, -0.2975)  -0.55
O (-3.5600, 1.0345, 0.8626)  -0.42
O (2.5421, 0.9621, 1.1072)  -0.49
O (2.7051, 0.4400, -1.2941)  -0.49
O (1.5989, -1.2509, 0.2577)  -0.36
S (-1.9676, -0.1513, -0.8176)  0.33
S (1.9328, 0.5929, -0.1166)  1.11

Forces on the atoms, in the same order (eV/Å):
C -1.7833 -1.3893 -0.0245
N -0.5237 -0.5344 0.0842
N -1.4261 1.1934 1.5445
O 0.5009 0.2483 0.0711
O 0.3224 -0.2796 -0.4828
O 0.1387 -0.1243 0.1486
O 0.2159 -0.1749 -0.1291
O 1.3949 -0.3361 0.4218
S 0.8122 -0.7299 -1.3357
S 0.3482 2.1267 -0.2980

***

No. 2
Entry from the OMol25 dataset: a cluster of 2 separate species, CN3O5 in total (ωB97M-V/def2-TZVPD).

Calculated values
HOMO energy	-3.26	eV
energy relative to the best compared isomer or geometry (same formula, charge and spin)	212.2	kJ/mol
charge	-1
Kohn-Sham gap	6.390	eV

Each line ends with the Mulliken charge.
Atoms and positions in Å:
C (-1.5100, -0.2060, 0.0232)  0.64
N (-1.0963, -0.1046, 1.1595)  -0.46
N (1.5430, 0.6199, -1.9039)  0.27
N (0.1380, -0.1773, 1.7281)  1.18
O (1.4617, 0.2653, -3.0898)  -0.52
O (0.7314, -1.2131, 1.5462)  -0.52
O (-2.3029, -0.3644, -0.8161)  -0.37
O (0.6274, 0.4290, -1.0995)  -0.64
O (0.4077, 0.7511, 2.4523)  -0.58

Forces on the atoms, in the same order (eV/Å):
C -1.1879 -0.7037 -1.4675
N -0.7161 0.6632 0.6901
N 2.3177 0.8692 -0.6701
N 0.1390 -0.3458 -0.2434
O -0.9832 -0.2813 0.6265
O 0.5707 0.3400 0.3779
O 0.9046 0.3400 0.2263
O -1.6221 -0.6269 0.4566
O 0.5774 -0.2549 0.0037

***

No. 3
Entry from the OMol25 dataset: an isolated molecule of CN4O3 (ωB97M-V/def2-TZVPD).

Calculated values
HOMO energy	-10.65	eV
energy relative to the best compared isomer or geometry (same formula, charge and spin)	211.5	kJ/mol
SMILES	N#CN(N=O)[N+](=O)[O-]
Kohn-Sham gap	9.052	eV

Each line ends with the Mulliken charge.
Atoms and positions in Å:
N (-0.8508, 0.7844, 2.3066)  -0.31
C (-0.3919, 0.2621, 1.4008)  0.37
N (0.1469, -0.1750, 0.2959)  0.06
N (1.3322, -0.6313, -0.1487)  0.13
O (2.2103, -1.0169, 0.5632)  -0.41
N (-0.6505, 0.2115, -1.2392)  1.03
O (-1.6310, 0.8364, -0.9967)  -0.45
O (-0.1652, -0.2712, -2.1818)  -0.40

Forces on the atoms, in the same order (eV/Å):
N -0.7363 0.4180 1.3431
C 0.5304 0.2660 -0.3014
N 0.3686 -0.7605 -3.1458
N 1.1063 -0.5293 -0.5506
O -1.1172 0.5533 0.6358
N -1.2216 0.1411 2.0758
O 0.8293 -0.2972 -0.4629
O 0.2403 0.2087 0.4060

***

No. 4
Entry from the OMol25 dataset: a cluster of 2 separate species, CN4O3 in total (ωB97M-V/def2-TZVPD).

Calculated values
HOMO energy	-12.29	eV
energy relative to the best compared isomer or geometry (same formula, charge and spin)	95.6	kJ/mol
SMILES	N#C[N+](=O)[O-].N#[N+][O-]
Kohn-Sham gap	10.907	eV

Each line ends with the Mulliken charge.
Atoms and positions in Å:
N (0.8380, 1.9652, -0.2002)  -0.33
C (1.0800, 0.8181, -0.1677)  0.43
N (1.4660, -0.5270, -0.0980)  0.86
O (1.5560, -1.1083, -1.1473)  -0.47
O (1.6324, -0.9548, 0.9862)  -0.47
N (-1.1747, -0.2278, -0.2045)  -0.30
N (-2.1754, -0.0468, 0.2450)  0.82
O (-3.2223, 0.0815, 0.5865)  -0.55

Forces on the atoms, in the same order (eV/Å):
N 0.7717 -3.1331 0.0796
C -0.4187 4.4384 -0.2278
N -0.2718 0.0603 -1.6706
O 0.1542 -0.1466 -0.5754
O 0.4504 -0.9134 2.3705
N 0.7232 -0.2969 -0.0373
N 5.3105 -1.1066 -2.6469
O -6.7194 1.0979 2.7079

***

No. 5
Entry from the OMol25 dataset: an isolated molecule of CN4S2 (ωB97M-V/def2-TZVPD).

Calculated values
HOMO energy	-9.57	eV
energy relative to the best compared isomer or geometry (same formula, charge and spin)	165.0	kJ/mol
SMILES	S=C1N=NN=[N+]1[S-]
Kohn-Sham gap	5.319	eV

Each line ends with the Mulliken charge.
Atoms and positions in Å:
S (-1.9443, -1.4463, 0.0010)  -0.11
C (-0.7550, -0.2834, -0.0017)  0.31
N (-1.0255, 1.0211, -0.0022)  -0.18
N (0.0872, 1.6673, 0.0014)  -0.27
N (1.1038, 0.9276, 0.0026)  -0.14
N (0.6964, -0.3567, -0.0008)  0.37
S (1.8374, -1.5297, -0.0003)  0.01

Forces on the atoms, in the same order (eV/Å):
S 1.8668 0.6433 -0.0053
C -1.7122 -1.8315 -0.0035
N -1.1159 0.9533 0.0038
N -1.8977 1.9156 -0.0059
N 2.7049 -1.9640 -0.0027
N 1.6193 0.0173 0.0171
S -1.4652 0.2660 -0.0035

***

No. 6
Entry from the OMol25 dataset: a structure of composition CNO5S2Sc (ωB97M-V/def2-TZVPD).

Calculated values
HOMO energy	-8.06	eV
Kohn-Sham gap	5.267	eV

Each line ends with the Mulliken charge.
Atoms and positions in Å:
Sc (-0.1086, -0.4131, 1.2641)  1.35
N (-1.1484, 0.1950, -2.1430)  -0.17
S (-0.7565, -1.2278, -1.7751)  0.54
O (-0.9273, -1.5548, -0.3038)  -0.49
S (-0.9335, 1.6339, -1.0481)  0.69
O (-1.0519, 1.1658, 0.4093)  -0.60
O (-1.8890, 2.6746, -1.4741)  -0.47
O (3.1406, -0.3425, 2.1988)  -0.53
C (1.9691, -0.5806, 1.8765)  0.21
O (1.7054, -1.5505, 0.9954)  -0.53

Forces on the atoms, in the same order (eV/Å):
Sc 2.2122 -1.3654 0.5838
N 0.0837 -1.5381 0.4257
S -0.9765 1.1552 0.4028
O 0.3189 -0.2200 -0.9539
S 0.6036 2.9827 -1.3510
O -0.6919 -0.1464 -0.2790
O 0.8186 -2.3245 1.2299
O -2.5008 0.2832 0.3725
C 3.1120 -0.1908 -0.7033
O -2.9797 1.3643 0.2722